(1)
# C56H84O33

A cluster of 14 separate species, C56H84O33 in total (ωB97M-V/def2-TZVPD, the Open Molecules 2025 dataset).

```
173
Properties=species:S:1:pos:R:3:forces:R:3
C 0.459 3.107 5.147 0.9 -1.1 1.0
C 1.131 1.875 5.825 1.3 0.4 -1.5
C 1.792 0.911 4.794 -0.9 0.7 1.2
O 2.968 0.474 5.521 0.4 -1.1 -0.5
C 3.258 1.294 6.560 2.6 -1.1 2.0
O 4.222 1.182 7.374 -3.9 0.4 -3.7
O 2.315 2.207 6.585 -0.8 2.2 1.5
H -0.379 2.662 4.610 -0.3 0.4 0.0
H 1.109 3.602 4.426 0.1 -0.2 0.0
H 0.182 3.836 5.908 -0.4 -0.1 -0.2
H 0.454 1.350 6.499 -0.1 0.0 0.0
H 2.052 1.406 3.858 0.3 0.0 0.1
H 1.067 0.125 4.581 0.7 -0.6 0.0
C 5.635 0.438 0.345 1.0 0.1 -0.4
C 5.250 -0.362 1.544 -1.3 1.0 -0.3
C 4.128 -1.373 1.259 -0.1 0.8 0.2
O 4.782 -2.613 1.493 -0.4 -0.6 0.1
C 6.008 -2.421 1.998 1.9 -1.8 0.1
O 6.754 -3.319 2.344 -1.4 1.5 -0.4
O 6.355 -1.127 1.977 -0.1 -0.4 0.5
H 6.455 1.094 0.637 -0.2 0.4 -0.1
H 4.792 0.986 -0.075 0.1 0.0 0.2
H 6.092 -0.208 -0.405 -0.3 -0.2 -0.3
H 4.938 0.333 2.324 0.1 -0.2 0.3
H 3.753 -1.283 0.240 0.3 -0.2 -0.2
H 3.253 -1.251 1.896 0.2 -0.2 0.3
C -5.252 5.188 -0.254 -1.3 0.0 -1.0
C -4.652 4.398 0.864 -1.7 -0.7 -2.7
C -3.419 3.641 0.483 -0.5 -0.6 -1.4
O -2.643 3.791 1.630 1.4 0.0 1.6
C -3.047 4.923 2.254 1.5 1.4 1.8
O -2.462 5.573 3.101 -0.5 -1.8 -1.2
O -4.218 5.290 1.786 -0.1 1.7 1.9
H -5.862 4.557 -0.899 0.4 -0.4 -0.4
H -4.525 5.743 -0.847 0.1 -0.1 0.1
H -6.042 5.862 0.078 0.4 0.3 0.5
H -5.419 3.721 1.240 0.0 0.0 0.6
H -2.881 4.063 -0.366 -0.1 0.2 -0.1
H -3.634 2.601 0.235 0.3 0.0 0.4
C 0.596 5.154 1.775 0.0 0.2 -0.1
C 0.746 3.971 0.846 -1.1 3.1 0.2
C 1.920 4.112 -0.107 -2.0 1.7 0.2
O 2.422 2.839 -0.002 3.5 -0.7 -3.1
C 1.986 2.189 0.999 -0.2 -4.1 2.7
O 2.322 1.060 1.346 0.0 1.7 -0.8
O 1.059 2.862 1.639 -0.9 -0.5 0.5
H -0.219 5.029 2.488 0.0 0.0 -0.2
H 0.440 6.053 1.179 -0.2 0.1 0.1
H 1.521 5.288 2.337 0.1 0.0 0.0
H -0.144 3.880 0.223 -0.3 -0.8 0.4
H 2.552 4.943 0.205 0.7 -0.5 0.0
H 1.521 4.326 -1.099 0.4 -0.2 -0.1
C -4.211 0.728 2.846 0.6 1.2 0.3
C -2.998 1.094 3.737 -1.3 -0.5 -2.2
C -3.307 1.434 5.149 -0.3 0.5 -0.1
O -2.589 0.441 5.838 -0.5 0.9 3.1
C -2.077 -0.477 5.059 1.7 -1.5 2.2
O -1.404 -1.397 5.501 -1.1 0.9 -1.2
O -2.386 -0.186 3.848 1.4 -0.8 -2.7
H -4.816 0.091 3.491 -0.4 0.0 -0.4
H -3.919 0.210 1.932 0.2 -0.2 0.3
H -4.738 1.622 2.513 -0.3 0.1 0.3
H -2.332 1.878 3.375 0.3 -0.6 -0.8
H -4.384 1.388 5.310 0.1 0.0 0.6
H -2.884 2.415 5.366 -0.3 -0.1 0.5
O -3.736 -2.455 1.731 1.0 -1.0 2.4
C -3.348 -3.063 2.735 -0.8 -0.2 -1.8
O -4.183 -3.323 3.780 -0.9 1.0 -0.7
C -3.532 -4.105 4.792 0.8 0.2 -0.7
C -2.606 -4.956 3.918 0.5 1.3 0.6
C -2.061 -3.862 2.975 -0.3 0.0 -0.3
H -4.240 -4.670 5.399 -0.2 0.3 -0.3
H -2.994 -3.357 5.375 0.3 -0.5 0.5
H -3.250 -5.599 3.318 0.3 -0.6 0.3
H -1.825 -5.415 4.524 -0.1 -0.5 -0.4
H -1.621 -4.243 2.053 -0.3 0.1 -0.1
H -1.284 -3.242 3.423 -0.2 0.1 0.3
O 4.694 -3.093 -3.383 -1.5 -1.2 0.5
C 3.941 -3.851 -2.784 2.9 2.2 -0.5
O 3.798 -5.127 -3.177 -0.7 -1.0 0.0
C 2.932 -5.844 -2.250 0.2 2.5 1.8
C 3.155 -4.953 -0.927 -1.7 -2.3 0.3
C 3.361 -3.558 -1.412 0.3 -0.3 -0.4
H 3.154 -6.896 -2.072 0.4 0.3 -0.6
H 1.903 -5.700 -2.580 0.0 -0.3 -0.1
H 3.948 -5.387 -0.317 0.5 0.3 -0.4
H 2.289 -5.057 -0.273 -0.3 0.0 -0.1
H 4.066 -3.014 -0.784 0.2 -0.1 -0.5
H 2.471 -2.931 -1.463 -0.2 -0.2 -0.2
O -1.833 -1.509 -2.734 -1.2 -0.2 -0.2
C -2.951 -1.032 -2.660 3.4 0.1 -0.2
O -3.253 0.026 -3.484 -0.2 -1.8 1.1
C -4.346 0.663 -2.877 -1.1 1.9 -0.6
C -4.580 0.075 -1.533 -1.0 0.2 2.1
C -3.967 -1.293 -1.602 -0.5 -0.3 -0.9
H -5.265 0.598 -3.460 0.2 -0.1 -0.5
H -4.059 1.711 -2.797 -0.2 0.1 -0.1
H -5.639 0.002 -1.284 -0.1 0.1 -0.2
H -4.173 0.704 -0.741 0.5 -0.2 0.0
H -4.706 -1.942 -2.072 -0.1 -0.3 0.0
H -3.630 -1.811 -0.704 0.3 0.4 -0.1
O -0.224 5.838 -1.931 -1.4 -1.2 -1.8
C -0.927 5.223 -2.743 1.1 1.0 2.6
O -2.277 5.339 -2.706 0.2 -0.3 0.2
C -2.908 4.543 -3.731 1.6 0.7 -1.4
C -1.721 4.126 -4.656 -0.5 -0.3 0.2
C -0.467 4.216 -3.763 -1.5 0.4 -0.5
H -3.472 5.243 -4.348 -0.8 -0.3 0.5
H -3.459 3.680 -3.359 0.0 0.4 0.3
H -1.664 4.845 -5.473 0.1 -0.2 -0.1
H -1.977 3.139 -5.042 0.4 0.0 -0.2
H 0.402 4.630 -4.274 0.1 -0.5 0.2
H -0.350 3.267 -3.241 0.6 0.0 0.1
O -1.482 1.953 -1.079 0.7 -1.8 0.6
C -0.967 0.919 -0.622 -0.4 2.4 -1.7
O -1.397 0.429 0.549 0.3 0.3 -0.4
C -0.486 -0.581 1.036 0.8 0.0 -0.7
C 0.221 -1.032 -0.286 -0.9 -1.4 0.9
C 0.200 0.147 -1.293 -0.4 -1.1 2.9
H -1.057 -1.344 1.565 -0.1 -0.1 -0.4
H 0.198 -0.155 1.770 0.0 0.3 -0.2
H -0.465 -1.801 -0.641 0.1 -0.2 -0.4
H 1.149 -1.548 -0.040 0.3 0.4 -0.3
H 0.001 -0.216 -2.302 0.0 0.5 0.1
H 1.162 0.643 -1.167 -0.3 0.5 -0.5
O 1.561 -2.088 3.330 0.3 -2.6 1.9
C 1.719 -2.985 4.192 -0.9 3.4 -3.0
O 0.712 -3.761 4.563 -1.1 -0.2 0.8
C 0.963 -4.424 5.843 2.1 -0.2 -1.2
C 2.410 -3.934 6.169 0.3 -0.7 1.6
C 2.963 -3.283 4.913 -0.1 0.3 0.4
H 1.050 -5.485 5.608 -0.4 -0.1 0.1
H 0.185 -4.262 6.589 0.1 0.5 -0.3
H 3.022 -4.758 6.535 0.0 -0.2 -0.3
H 2.450 -3.268 7.031 -0.3 0.4 -0.3
H 3.551 -3.893 4.227 0.2 -0.3 0.3
H 3.491 -2.346 5.092 0.1 -0.1 0.0
O 2.627 -1.039 -3.640 -0.1 0.7 -0.1
C 3.290 -0.033 -3.603 0.4 -1.5 -0.2
O 3.118 0.889 -2.660 -0.2 0.3 1.6
C 4.069 1.986 -2.729 -1.1 -0.7 -0.1
C 4.636 1.790 -4.097 1.0 2.7 -1.3
C 4.446 0.376 -4.488 -0.2 -1.0 -0.2
H 4.863 1.969 -1.982 -0.5 -0.4 0.4
H 3.405 2.840 -2.594 0.6 0.3 -0.1
H 5.660 2.162 -4.121 0.2 -0.3 -0.1
H 4.117 2.480 -4.762 -0.2 -0.2 -0.3
H 5.327 -0.233 -4.289 -0.2 -0.3 0.3
H 4.191 0.175 -5.528 0.0 0.2 0.0
O 0.498 -3.665 -6.590 0.5 0.6 -2.0
C -0.127 -3.771 -5.601 0.0 -0.8 1.4
O -1.460 -4.048 -5.578 0.4 -0.2 -2.1
C -1.918 -4.296 -4.296 -0.7 1.1 1.7
C -0.658 -4.514 -3.465 0.6 -0.7 0.9
C 0.421 -3.743 -4.200 -0.6 1.0 -0.1
H -2.692 -5.062 -4.233 0.5 -0.5 -0.4
H -2.460 -3.394 -4.012 0.2 0.1 0.5
H -0.376 -5.566 -3.508 -0.2 -0.2 0.1
H -0.721 -4.234 -2.413 -0.3 0.0 -0.1
H 1.475 -4.016 -4.150 -0.3 -0.6 -0.1
H 0.444 -2.693 -3.908 -0.2 0.3 0.2
O -3.362 1.087 -6.318 2.5 -0.6 -0.4
C -2.205 0.701 -6.541 -2.8 0.6 2.3
O -1.703 0.706 -7.749 0.5 -0.5 -1.4
C -0.439 0.025 -7.759 1.3 -0.2 -0.5
C 0.109 0.193 -6.385 -0.1 0.3 2.2
C -1.170 0.151 -5.523 -0.6 0.8 -1.4
H 0.199 0.459 -8.529 -0.3 0.1 0.0
H -0.496 -1.046 -7.958 -0.7 0.0 -0.2
H 0.536 1.178 -6.196 0.2 0.2 -0.4
H 0.832 -0.521 -5.990 0.1 -0.3 -0.6
H -1.129 0.822 -4.665 -0.1 -0.4 0.1
H -1.531 -0.847 -5.271 0.3 0.0 0.3
```
Positions in Å, forces in eV/Å.

E_LUMO in eV: 0.242
Frontier orbital gap in eV: 10.1533
HOMO energy in eV: -9.911
2S+1: 1

(2)
# C30H39BCrN9O2Si

A structure of composition C30H39BCrN9O2Si (ωB97M-V/def2-TZVPD, the Open Molecules 2025 dataset).

```
83
Properties=species:S:1:pos:R:3:forces:R:3
Cr 0.162 -0.339 -0.461 -0.4 0.1 -0.2
O 0.039 -0.815 3.629 -0.1 0.1 0.1
C 0.140 -0.834 2.419 0.0 -0.1 -0.2
N -0.536 -0.105 1.479 0.1 0.0 0.1
C -1.635 0.621 1.964 0.1 0.0 -0.1
O -2.431 0.182 2.760 0.0 -0.1 0.0
C -1.837 2.040 1.462 0.1 0.0 0.0
C -3.079 2.631 1.667 0.0 0.1 0.0
C -3.267 3.933 1.241 0.0 0.0 0.0
C -2.209 4.597 0.636 0.0 0.0 0.0
C -1.007 3.922 0.485 -0.1 0.0 0.1
N -0.818 2.667 0.885 -0.1 0.2 0.1
C 1.246 -1.688 1.831 -0.1 0.3 0.0
C 1.935 -2.577 2.633 0.1 0.0 0.1
C 3.045 -3.214 2.113 0.0 -0.1 0.0
C 3.465 -2.887 0.831 0.1 0.0 0.0
C 2.715 -1.996 0.091 -0.1 -0.1 0.0
N 1.590 -1.450 0.562 0.1 -0.1 0.1
H -3.858 2.064 2.157 0.0 0.0 0.0
H -4.222 4.425 1.381 0.0 0.0 0.0
H -2.307 5.617 0.291 0.0 0.0 0.0
H -0.152 4.412 0.028 -0.1 0.0 0.0
H 1.590 -2.713 3.648 0.0 0.0 0.0
H 3.597 -3.932 2.706 0.0 0.0 0.0
H 4.361 -3.310 0.400 0.0 0.0 0.0
H 3.020 -1.698 -0.900 0.0 0.0 -0.1
C -2.988 2.166 -1.907 0.0 0.0 -0.1
C -2.541 1.043 -1.213 -0.1 -0.1 -0.1
N -1.233 0.882 -1.387 0.1 0.0 0.0
N -0.809 1.894 -2.177 0.0 -0.1 -0.1
C -1.848 2.671 -2.508 0.0 0.0 0.0
B 0.690 2.066 -2.512 0.1 0.0 0.0
N 1.468 2.341 -1.206 0.0 -0.2 -0.1
C 2.216 3.387 -0.818 0.0 0.0 0.0
C 2.721 3.117 0.439 0.0 0.0 0.0
C 2.215 1.850 0.747 0.0 -0.1 0.0
N 1.473 1.392 -0.251 0.2 0.1 0.0
N 1.222 0.721 -3.081 -0.2 0.1 0.3
C 1.932 0.509 -4.194 0.0 0.0 -0.1
C 2.343 -0.810 -4.212 0.0 0.0 0.0
C 1.819 -1.344 -3.038 0.1 0.1 0.1
N 1.141 -0.422 -2.355 0.3 0.1 0.0
H -3.992 2.550 -1.967 0.1 0.0 0.0
H -3.099 0.342 -0.608 0.1 0.1 -0.1
H -1.706 3.527 -3.149 0.0 0.0 0.0
H 0.844 2.957 -3.304 0.0 -0.1 0.1
H 2.335 4.244 -1.463 0.0 0.0 0.0
H 3.351 3.745 1.046 0.0 0.0 0.0
H 2.333 1.266 1.648 0.0 0.0 0.0
H 2.100 1.314 -4.892 0.0 0.0 0.0
H 2.914 -1.315 -4.972 0.0 0.0 0.0
H 1.862 -2.358 -2.686 0.1 0.0 0.0
C 0.057 -3.927 -0.956 0.1 -0.1 0.1
Si -1.258 -2.550 -1.023 0.2 0.1 -0.1
C -2.589 -3.144 0.245 -0.1 0.1 0.1
C -3.742 -2.142 0.397 -0.1 -0.1 0.1
C -3.194 -4.499 -0.153 -0.1 0.0 0.1
C -1.958 -3.327 1.633 -0.1 -0.1 0.1
C -1.974 -2.705 -2.841 0.0 0.0 -0.1
C -3.260 -1.903 -3.078 -0.1 -0.1 0.0
C -2.263 -4.159 -3.260 0.0 0.0 -0.1
C -0.940 -2.180 -3.842 -0.1 0.1 -0.1
H -0.341 -4.893 -1.276 0.0 0.0 0.1
H 0.441 -4.054 0.059 0.0 0.0 0.0
H 0.914 -3.710 -1.596 0.0 0.0 0.0
H -4.270 -1.969 -0.544 0.0 0.0 0.1
H -3.398 -1.186 0.792 0.0 0.0 0.0
H -4.477 -2.527 1.118 0.0 0.0 0.0
H -3.909 -4.406 -0.970 0.0 0.0 0.0
H -3.745 -4.902 0.707 0.0 0.0 -0.1
H -2.444 -5.243 -0.437 0.0 0.1 0.0
H -1.720 -2.379 2.105 0.1 0.1 0.0
H -1.067 -3.961 1.615 0.0 0.0 0.0
H -2.685 -3.819 2.292 0.0 0.0 0.0
H -4.095 -2.262 -2.470 0.1 0.0 -0.1
H -3.562 -2.006 -4.130 0.0 0.0 0.1
H -3.128 -0.838 -2.888 0.0 0.1 0.1
H -3.149 -4.570 -2.786 0.0 0.0 0.0
H -1.429 -4.837 -3.065 0.0 0.1 0.0
H -2.445 -4.177 -4.343 0.0 0.0 0.1
H -0.724 -1.119 -3.692 -0.1 -0.1 0.0
H -1.337 -2.297 -4.859 0.0 0.0 0.0
H -0.001 -2.737 -3.797 -0.2 0.0 0.0
```
Positions in Å, forces in eV/Å.

⟨S²⟩: 3.900
E_LUMO (spin up / spin down) in eV: -0.043 / -0.168
Frontier orbital gap (spin up / spin down) in eV: 7.7229 / 7.0532
HOMO energy (spin up / spin down) in eV: -7.765 / -7.221
2S+1: 4

(3)
# C6H10O

A structure of composition C6H10O (ωB97M-V/def2-TZVPD, the Open Molecules 2025 dataset).

```
17
Properties=species:S:1:pos:R:3:forces:R:3
C -2.051 -0.372 0.045 0.1 -0.1 0.0
C -1.213 0.811 -0.398 0.2 -0.2 -0.2
C -0.365 1.537 0.609 0.3 -0.2 -0.1
C 0.290 0.681 -0.484 0.3 -0.1 -0.6
C 1.183 -1.087 -0.139 -0.6 1.7 -1.0
C 2.631 -1.130 -0.019 0.0 0.1 0.1
O 3.494 -0.288 -0.147 -0.5 -0.2 0.3
H -3.029 -0.060 0.429 0.2 0.0 -0.1
H -1.545 -0.933 0.837 -0.1 0.1 -0.1
H -2.216 -1.055 -0.795 0.0 0.1 0.1
H -1.676 1.427 -1.170 0.2 -0.2 0.1
H -0.275 2.625 0.542 0.2 -0.4 -0.1
H -0.389 1.184 1.642 0.0 -0.1 -0.3
H 0.871 1.170 -1.242 0.0 0.1 -0.2
H 0.788 -1.881 -0.776 -0.5 0.5 0.5
H 0.570 -0.398 0.448 0.0 -1.2 1.9
H 2.861 -2.191 0.281 0.4 0.3 -0.3
```
Positions in Å, forces in eV/Å.

E_LUMO in eV: 0.937
Frontier orbital gap in eV: 9.8933
HOMO energy in eV: -8.956
2S+1: 1
Energy above the lowest of the compared OMol25 structures with the same formula, charge and spin in kJ/mol: 416.21